C3H6N2O | ωB97M-V/def2-TZVPD

Maximum force = 1.93 eV/A
SMILES string = c1c[nH]cn1.O
HOMO-LUMO gap = 9.621 eV
Net charge = 0
Relative energy (zero: lowest compared OMol25 entry of this formula, charge and spin) = 132.9 kJ/mol
HOMO energy = -9.0 eV

Last column: natural (NBO) charge in e.
Geometry (Å):
C (-1.31855, 0.38173, 1.08410)  -0.0979
C (-1.23137, -0.88157, 0.48125)  -0.1210
N (0.11252, -1.06718, 0.31366)  -0.5143
C (0.76628, 0.03015, 0.76094)  0.1203
N (-0.08441, 0.94301, 1.21647)  -0.4456
H (-2.13681, 0.69397, 1.72928)  0.2113
H (-2.01195, -1.53590, 0.13499)  0.2236
H (0.55148, -1.89673, -0.04064)  0.4180
H (1.78648, 0.07626, 1.04916)  0.2046
O (1.27683, 1.24810, -2.52129)  -0.9647
H (1.55865, 1.55632, -1.66085)  0.4858
H (0.73084, 0.45184, -2.54707)  0.4797